# C4H8NO3

A 2-piece molecular cluster, C4H8NO3 overall (ωB97M-V/def2-TZVPD, OMol25).

Calculated values
Expectation value of S²: 0.76
E, eV: -11908.6975
Spin multiplicity: 2
Gap between HOMO and LUMO (spin up / spin down), eV: 10.54 / 6.23
Lowest unoccupied orbital energy (spin up / spin down), eV: 0.65 / -3.66
Maximum force, eV/Å: 2.1
Total charge: 0
ΔE to the lowest compared entry with this formula, charge and spin, kJ/mol: 26.3

CARTESIAN COORDINATES (ANGSTROEM)
C 0.1076 -1.8166 -0.5866
C 0.9778 -0.8683 -1.5013
O 0.4346 0.0386 -2.0910
O 2.1779 -1.2526 -1.4413
H -0.9486 -1.6635 -0.7522
H 0.4250 -1.5975 0.4137
H 0.4101 -2.8467 -0.8014
C 0.3661 1.7041 1.2831
C -0.9316 0.9589 1.4112
O -1.3478 0.5493 2.4725
N -1.5085 0.6416 0.2137
H -2.4744 0.4259 0.0179
H -0.9615 0.8922 -0.5956
H 0.5196 2.2533 0.3500
H 1.1658 0.9532 1.2980
H 0.5772 2.3845 2.1080

Atom charges from the Löwdin analysis, given in e for atoms 1 to 8: number 1, C, carries 0.044; number 2, C, carries -0.623; number 3, O, carries 0.076; number 4, O, carries 0.250; number 5, H, carries 0.083; number 6, H, carries 0.077; number 7, H, carries 0.089; number 8, C, carries -0.011



# C4H8NO3

A 2-piece molecular cluster, C4H8NO3 overall (ωB97M-V/def2-TZVPD, OMol25).

Calculated values
Expectation value of S²: 0.76
E, eV: -11907.5303
Spin multiplicity: 2
Gap between HOMO and LUMO (spin up / spin down), eV: 10.00 / 4.30
Lowest unoccupied orbital energy (spin up / spin down), eV: 0.53 / -4.73
Maximum force, eV/Å: 5.3
Total charge: 0
ΔE to the lowest compared entry with this formula, charge and spin, kJ/mol: 138.9

CARTESIAN COORDINATES (ANGSTROEM)
C 1.8663 -0.7703 1.9046
C 0.6270 0.0318 2.3139
O 0.5479 0.1734 3.5613
N -0.3233 0.5217 1.5203
H -1.0404 1.0275 2.1323
H -0.5341 0.3396 0.5129
H 2.5655 -0.5362 2.6144
H 2.0802 -0.5400 0.7840
H 1.5633 -1.8648 2.0893
C -1.3686 0.0946 -3.0820
C -0.5697 0.3649 -1.7811
O -1.0485 -0.1874 -0.7450
O 0.3684 1.1647 -1.9004
H -0.7606 -0.4026 -3.7855
H -1.7756 1.0764 -3.3035
H -2.1979 -0.4933 -2.8356

Atom charges from the Löwdin analysis, given in e for atoms 1 to 8: number 1, C, carries -0.005; number 2, C, carries -0.584; number 3, O, carries -0.017; number 4, N, carries 0.166; number 5, H, carries 0.158; number 6, H, carries 0.027; number 7, H, carries 0.033; number 8, H, carries 0.106



# C4H8NO3

A 2-piece molecular cluster, C4H8NO3 overall (ωB97M-V/def2-TZVPD, OMol25).

Calculated values
Expectation value of S²: 0.76
E, eV: -11907.8702
Spin multiplicity: 2
Gap between HOMO and LUMO (spin up / spin down), eV: 9.43 / 4.50
Lowest unoccupied orbital energy (spin up / spin down), eV: 0.40 / -4.52
Maximum force, eV/Å: 4.1
Total charge: 0
ΔE to the lowest compared entry with this formula, charge and spin, kJ/mol: 106.1

CARTESIAN COORDINATES (ANGSTROEM)
C 1.9466 -0.2425 -2.2827
C 1.6084 0.3091 -0.9069
O 1.3264 1.5148 -0.7372
O 1.4390 -0.5770 0.0052
H 1.2071 -1.0664 -2.5006
H 2.8936 -0.7256 -2.1565
H 2.0119 0.6500 -2.9542
C -1.3333 1.2109 1.3127
C -1.8073 -0.3060 1.4774
O -2.9526 -0.4677 1.9352
N -1.0228 -1.3289 1.1958
H -1.3401 -2.2642 1.3023
H -0.0890 -1.1995 0.6805
H -1.5600 1.6519 2.3156
H -1.9481 1.5948 0.5901
H -0.3800 1.2461 0.7233

Atom charges from the Löwdin analysis, given in e for atoms 1 to 8: number 1, C, carries 0.028; number 2, C, carries -0.595; number 3, O, carries 0.218; number 4, O, carries 0.098; number 5, H, carries 0.120; number 6, H, carries 0.078; number 7, H, carries 0.108; number 8, C, carries 0.019



# C4H8NO3S

A 2-piece molecular cluster, C4H8NO3S overall (ωB97M-V/def2-TZVPD, OMol25).

Calculated values
E, eV: -22744.3445
Spin multiplicity: 1
Gap between HOMO and LUMO, eV: 6.84
Lowest unoccupied orbital energy, eV: 3.85
Maximum force, eV/Å: 6.5
Total charge: -1
ΔE to the lowest compared entry with this formula, charge and spin, kJ/mol: 264.3

CARTESIAN COORDINATES (ANGSTROEM)
C 1.1333 1.3141 -0.5509
C 0.1317 -0.8175 1.3505
C 0.3157 -1.5408 -1.0835
C -0.1215 -0.5003 -0.0923
N 0.6681 2.1247 0.2020
O -1.8621 1.4194 0.5623
O 1.8861 0.9368 -1.3774
O -2.4457 0.0160 -1.4288
S -1.8721 -0.1277 -0.0445
H -0.7142 -0.3005 1.9755
H 1.0704 -0.2432 1.7711
H 0.3541 -1.9007 1.5862
H -0.4915 -2.3426 -0.9638
H 1.2611 -1.8929 -0.7155
H 0.3238 -0.9745 -2.0260
H -0.9140 1.8718 0.4635
H 1.2770 2.9579 0.3717

Atom charges from the Löwdin analysis, given in e for atoms 1 to 8: number 1, C, carries -0.540; number 2, C, carries -0.217; number 3, C, carries -0.146; number 4, C, carries -0.644; number 5, N, carries 0.068; number 6, O, carries -0.403; number 7, O, carries 0.052; number 8, O, carries -0.547



# C4H8NO6S2

C4H8NO6S2 as an isolated structure (ωB97M-V/def2-TZVPD, OMol25).

Calculated values
E, eV: -39724.9577
Spin multiplicity: 1
Gap between HOMO and LUMO, eV: 8.76
Lowest unoccupied orbital energy, eV: 3.24
Maximum force, eV/Å: 0.5
Total charge: -1
ΔE to the lowest compared entry with this formula, charge and spin, kJ/mol: 24.7

CARTESIAN COORDINATES (ANGSTROEM)
O 1.6071 -2.5589 -1.1081
C 1.2948 -1.6747 -0.3527
O 0.2534 -1.7313 0.4693
C 2.0814 -0.3935 -0.1870
C 1.4752 0.6827 0.7155
C 0.5918 1.7014 0.0111
S -0.8792 1.0808 -0.7866
O -1.5190 2.2375 -1.3694
O -0.4447 0.0501 -1.7109
N -1.6351 0.5157 0.4949
S -2.8246 -0.5190 0.3983
O -2.4466 -1.8607 0.7912
O -3.6388 -0.3891 -0.7867
H -0.2671 -2.5322 0.3006
H 2.2645 0.0010 -1.1890
H 3.0552 -0.7116 0.2011
H 2.2986 1.2542 1.1593
H 0.9267 0.2286 1.5407
H 1.1404 2.2460 -0.7632
H 0.2257 2.4284 0.7396
H -3.5594 -0.0554 1.4320

Atom charges from the Löwdin analysis, given in e for atoms 1 to 8: number 1, O, carries 0.082; number 2, C, carries -0.566; number 3, O, carries 0.070; number 4, C, carries -0.109; number 5, C, carries -0.222; number 6, C, carries -0.270; number 7, S, carries 0.500; number 8, O, carries -0.346



# C4H8NOP

One molecule with the formula C4H8NOP (ωB97M-V/def2-TZVPD, OMol25).

Calculated values
SMILES: C1CCp2on2C1
E, eV: -17101.0939
Spin multiplicity: 1
Gap between HOMO and LUMO, eV: 9.83
Lowest unoccupied orbital energy, eV: 0.76
Maximum force, eV/Å: 4.4
Total charge: 0
ΔE to the lowest compared entry with this formula, charge and spin, kJ/mol: 311.5

CARTESIAN COORDINATES (ANGSTROEM)
C 0.7595 0.0178 0.8133
C 0.9980 0.4988 -0.5389
C -0.7199 0.1479 1.4802
C -0.0564 -0.1715 -1.7494
N -1.7775 -0.3639 0.6067
O -1.5116 -1.7391 0.0077
P -1.7192 -0.5567 -1.1104
H 1.0560 -1.0286 1.0958
H 1.3768 0.7391 1.4058
H 0.8857 1.5869 -0.4759
H 1.9987 0.3254 -0.8816
H -0.7871 -0.3276 2.4155
H -0.9867 1.1850 1.5882
H -0.1020 0.6626 -2.4469
H 0.5857 -0.9761 -2.2100

Atom charges from the Löwdin analysis, given in e for atoms 1 to 8: number 1, C, carries -0.236; number 2, C, carries -0.220; number 3, C, carries -0.188; number 4, C, carries -0.324; number 5, N, carries -0.263; number 6, O, carries -0.361; number 7, P, carries 0.867; number 8, H, carries 0.118



# C4H8NOP

One molecule with the formula C4H8NOP (ωB97M-V/def2-TZVPD, OMol25).

Calculated values
Expectation value of S²: 2.02
E, eV: -17099.1933
Spin multiplicity: 3
Gap between HOMO and LUMO (spin up / spin down), eV: 7.41 / 8.14
Lowest unoccupied orbital energy (spin up / spin down), eV: 0.90 / -1.79
Maximum force, eV/Å: 3.7
Total charge: 0
ΔE to the lowest compared entry with this formula, charge and spin, kJ/mol: 132.3

CARTESIAN COORDINATES (ANGSTROEM)
C -0.0297 0.2860 -0.1729
C -0.7795 -0.5855 0.8159
C 0.8440 1.4844 0.2329
C -0.2695 2.0184 -0.6033
N -0.6375 -3.3501 0.2154
O -1.4637 -2.6633 2.5756
P -0.6358 -2.2136 1.4470
H 0.2122 -0.0715 -1.1082
H -1.0316 -0.1993 1.7581
H 0.8474 1.6464 1.2705
H 1.9270 1.8001 -0.2942
H -1.1600 2.3234 -0.1074
H -0.1339 2.4617 -1.6539
H -0.1782 -3.1251 -0.6705
H -0.2698 -4.3107 0.5050

Atom charges from the Löwdin analysis, given in e for atoms 1 to 8: number 1, C, carries -0.211; number 2, C, carries -0.169; number 3, C, carries -0.209; number 4, C, carries -0.060; number 5, N, carries -0.155; number 6, O, carries -0.376; number 7, P, carries 0.558; number 8, H, carries 0.061



# C4H8NOS

An isolated ion of composition C4H8NOS and charge -1 (ωB97M-V/def2-TZVPD, OMol25).

Calculated values
SMILES: CN[C@@H](C=O)C[S-]
E, eV: -18649.6129
Spin multiplicity: 1
Gap between HOMO and LUMO, eV: 6.40
Lowest unoccupied orbital energy, eV: 3.75
Maximum force, eV/Å: 4.5
Total charge: -1
ΔE to the lowest compared entry with this formula, charge and spin, kJ/mol: 250.6

CARTESIAN COORDINATES (ANGSTROEM)
C 2.5164 -1.3858 -0.0809
N 1.8501 -0.0462 -0.2319
C 0.2307 -0.0491 0.0436
C -0.5656 0.1578 -1.2877
S -2.3126 0.1100 -0.8414
C -0.1139 0.7790 1.1914
O 0.3768 0.6729 2.2652
H 3.0088 -1.5812 -1.0302
H 1.8529 -2.2100 0.3330
H 3.2759 -1.5239 0.6350
H 2.2573 0.6579 0.3147
H -0.0661 -1.1229 0.3052
H -0.2459 -0.6283 -1.9794
H -0.3700 1.1635 -1.9085
H -1.0826 1.4135 1.0956

Atom charges from the Löwdin analysis, given in e for atoms 1 to 8: number 1, C, carries -0.152; number 2, N, carries -0.053; number 3, C, carries -0.382; number 4, C, carries -0.763; number 5, S, carries 0.155; number 6, C, carries -0.355; number 7, O, carries 0.021; number 8, H, carries 0.051



# C4H8NOS

An isolated ion of composition C4H8NOS and charge -1 (ωB97M-V/def2-TZVPD, OMol25).

Calculated values
E, eV: -18646.8001
Spin multiplicity: 1
Gap between HOMO and LUMO, eV: 6.20
Lowest unoccupied orbital energy, eV: 3.99
Maximum force, eV/Å: 4.3
Total charge: -1
ΔE to the lowest compared entry with this formula, charge and spin, kJ/mol: 522.0

CARTESIAN COORDINATES (ANGSTROEM)
C -3.2370 0.6845 0.1506
C -0.2453 -0.1778 -0.6807
C 1.0080 -0.0858 -0.1334
C 1.6176 -1.2543 0.5811
N 1.7174 1.0625 -0.2120
O 3.0516 1.1419 0.0543
S -1.7291 0.4609 0.7024
H -3.6061 1.5247 -0.3047
H -3.7714 -0.0972 -0.2163
H -0.5924 0.6367 -1.2821
H -0.6993 -1.1828 -0.6964
H 1.0650 -1.3365 1.5894
H 2.6957 -1.1328 0.6816
H 1.5039 -2.1344 0.0996
H 1.2215 1.8904 -0.3334

Atom charges from the Löwdin analysis, given in e for atoms 1 to 8: number 1, C, carries -0.637; number 2, C, carries -0.347; number 3, C, carries -0.421; number 4, C, carries -0.031; number 5, N, carries -0.115; number 6, O, carries -0.303; number 7, S, carries 0.631; number 8, H, carries -0.087



# C4H8NOS

An isolated ion of composition C4H8NOS and charge +1 (ωB97M-V/def2-TZVPD, OMol25).

Calculated values
E, eV: -18638.4575
Spin multiplicity: 1
Gap between HOMO and LUMO, eV: 8.63
Lowest unoccupied orbital energy, eV: -6.11
Maximum force, eV/Å: 4.8
Total charge: +1
ΔE to the lowest compared entry with this formula, charge and spin, kJ/mol: 462.2

CARTESIAN COORDINATES (ANGSTROEM)
C -1.0188 -0.0687 -0.5293
C -0.3833 2.1052 0.4734
C 0.1634 -2.2083 -1.1092
C 0.0654 0.8710 -0.3288
N -0.9394 -1.3739 -0.6711
O -2.1883 -1.8950 -0.6092
S -3.1149 -0.4162 -0.4162
H -1.2589 1.6877 1.1794
H 0.3711 2.5184 1.1681
H -0.7854 3.0104 -0.1820
H -0.3768 -3.2238 -1.2947
H 0.7423 -2.4603 -0.1910
H 0.8028 -1.6800 -1.9023
H 0.9992 0.2955 0.1607
H 0.3983 1.2804 -1.3025

Atom charges from the Löwdin analysis, given in e for atoms 1 to 8: number 1, C, carries -0.197; number 2, C, carries -0.099; number 3, C, carries 0.041; number 4, C, carries -0.230; number 5, N, carries -0.257; number 6, O, carries -0.384; number 7, S, carries 1.058; number 8, H, carries 0.111



# C4H8NOS

An isolated ion of composition C4H8NOS and charge +1 (ωB97M-V/def2-TZVPD, OMol25).

Calculated values
E, eV: -18640.9623
Spin multiplicity: 1
Gap between HOMO and LUMO, eV: 9.28
Lowest unoccupied orbital energy, eV: -5.05
Maximum force, eV/Å: 2.8
Total charge: +1
ΔE to the lowest compared entry with this formula, charge and spin, kJ/mol: 220.5

CARTESIAN COORDINATES (ANGSTROEM)
C 0.6477 -1.1294 -0.0902
C -0.2156 0.9722 -0.2692
C 1.1273 1.3294 0.2763
C -1.7670 -1.0857 -0.0194
N -0.4491 -0.4693 -0.1092
O 3.1997 -0.2562 0.6054
S 2.2147 -0.0550 -0.4144
H 0.5114 -2.2489 0.0401
H -0.9935 1.4465 0.3206
H -0.5103 1.2748 -1.2512
H 1.4918 2.2971 -0.2787
H 1.0088 1.3736 1.4251
H -2.4674 -0.4329 0.5335
H -1.7386 -2.1412 0.2385
H -2.0602 -0.8750 -1.0073

Atom charges from the Löwdin analysis, given in e for atoms 1 to 8: number 1, C, carries -0.051; number 2, C, carries -0.214; number 3, C, carries -0.243; number 4, C, carries 0.046; number 5, N, carries -0.176; number 6, O, carries -0.458; number 7, S, carries 1.010; number 8, H, carries 0.160



# C4H8NS

A 2-piece molecular cluster, C4H8NS overall (ωB97M-V/def2-TZVPD, OMol25).

Calculated values
E, eV: -16591.1794
Spin multiplicity: 1
Gap between HOMO and LUMO, eV: 9.23
Lowest unoccupied orbital energy, eV: -3.89
Maximum force, eV/Å: 4.5
Total charge: +1
ΔE to the lowest compared entry with this formula, charge and spin, kJ/mol: 407.9

CARTESIAN COORDINATES (ANGSTROEM)
C 0.0284 0.5536 -0.4758
C -2.1267 0.3824 0.9796
C -1.3477 -0.8238 1.2320
C 1.8863 -0.5617 -0.9776
N -0.9063 0.1847 0.2664
S 3.2026 0.4611 -1.0729
H 0.0555 1.5161 -1.0451
H -3.1734 0.4855 0.4928
H -2.0529 1.0830 1.7929
H -0.7658 -0.7600 2.1136
H -1.5477 -1.7693 0.9906
H 2.0671 -1.1616 -0.1423
H 1.5283 -0.7532 -1.9984
H 3.1524 1.1632 -2.1559

Atom charges from the Löwdin analysis, given in e for atoms 1 to 8: number 1, C, carries 0.132; number 2, C, carries -0.046; number 3, C, carries -0.005; number 4, C, carries -0.424; number 5, N, carries -0.081; number 6, S, carries 0.841; number 7, H, carries 0.116; number 8, H, carries 0.176



- Look up the total charge of the eighth one.
  -1



Please write out number 9 again, unchanged.
# C4H8NOS

An isolated ion of composition C4H8NOS and charge -1 (ωB97M-V/def2-TZVPD, OMol25).

Calculated values
E, eV: -18646.8001
Spin multiplicity: 1
Gap between HOMO and LUMO, eV: 6.20
Lowest unoccupied orbital energy, eV: 3.99
Maximum force, eV/Å: 4.3
Total charge: -1
ΔE to the lowest compared entry with this formula, charge and spin, kJ/mol: 522.0

CARTESIAN COORDINATES (ANGSTROEM)
C -3.2370 0.6845 0.1506
C -0.2453 -0.1778 -0.6807
C 1.0080 -0.0858 -0.1334
C 1.6176 -1.2543 0.5811
N 1.7174 1.0625 -0.2120
O 3.0516 1.1419 0.0543
S -1.7291 0.4609 0.7024
H -3.6061 1.5247 -0.3047
H -3.7714 -0.0972 -0.2163
H -0.5924 0.6367 -1.2821
H -0.6993 -1.1828 -0.6964
H 1.0650 -1.3365 1.5894
H 2.6957 -1.1328 0.6816
H 1.5039 -2.1344 0.0996
H 1.2215 1.8904 -0.3334

Atom charges from the Löwdin analysis, given in e for atoms 1 to 8: number 1, C, carries -0.637; number 2, C, carries -0.347; number 3, C, carries -0.421; number 4, C, carries -0.031; number 5, N, carries -0.115; number 6, O, carries -0.303; number 7, S, carries 0.631; number 8, H, carries -0.087